No. 1
ORCA calculation (ωB97M-V with the def2-TZVPD basis set) on one molecule with the formula C5H12N2O.

Geometry (Å):
C  -1.20561  -2.04239  -1.46440
C  -0.52605  -0.65929  -1.37631
O  -1.15804  0.24605  -1.88565
N  0.58279  -0.48832  -0.62368
C  0.82224  0.78724  0.09732
C  2.20129  0.82117  0.71907
C  -0.17255  0.92593  1.27360
N  -1.59610  0.82894  1.08137
H  -1.64907  -1.98685  -2.46332
H  -0.74999  -3.00153  -1.25533
H  -2.11919  -1.85358  -0.88838
H  1.03251  -1.28098  -0.20067
H  0.69206  1.60198  -0.61447
H  2.84362  0.02937  0.33298
H  2.78147  1.71859  0.45999
H  2.18655  0.83814  1.80695
H  0.01539  1.84138  1.85525
H  -0.04407  0.11805  2.02497
H  -2.08655  1.55014  0.56788
H  -1.85069  0.00595  0.55284

Atoms 1-2, force components in eV/Å:
-0.7 1.3 -0.9
-0.9 -1.0 0.1

Summary:
- HOMO level (Eh) = -0.3262
- energy relative to the best compared isomer or geometry (same formula, charge and spin) (eV) = 1.244

These are the Mulliken partial charges, in e, on atoms 1 to 6: -0.97, 0.37, -0.57, -0.24, 0.53, -1.30

=====

No. 2
ORCA calculation (ωB97M-V with the def2-TZVPD basis set) on one molecule with the formula C5H12N2O.

Geometry (Å):
C  1.04590  -2.04902  -0.15672
C  0.66969  -0.58670  -0.04626
C  -0.51700  -0.39302  1.10892
N  -0.43925  0.92871  1.70367
C  0.15590  -0.05667  -1.36247
C  -0.89504  1.02440  -1.02257
N  -0.32988  2.27527  -0.90194
O  -2.07340  0.86911  -1.29235
H  0.14959  -2.61297  -0.42513
H  1.78424  -2.19035  -0.94537
H  1.47134  -2.42298  0.77226
H  1.49854  0.01626  0.33361
H  -1.54215  -0.63638  0.83038
H  -0.29392  -1.18279  1.84310
H  0.36852  1.02231  2.30952
H  -1.26564  1.13605  2.25045
H  0.96421  0.35121  -1.96892
H  -0.36890  -0.81937  -1.93808
H  0.58742  2.33076  -0.48878
H  -0.97018  2.99617  -0.60331

Atoms 1-2, force components in eV/Å:
0.1 0.2 0.0
-2.1 -0.2 1.8

Summary:
- HOMO level (Eh) = -0.3314
- energy relative to the best compared isomer or geometry (same formula, charge and spin) (eV) = 1.168

These are the Mulliken partial charges, in e, on atoms 1 to 6: -1.69, 0.63, -0.91, -0.46, -0.93, 0.60

=====

No. 3
ORCA calculation (ωB97M-V with the def2-TZVPD basis set) on C5H12N2O as an isolated structure.

Geometry (Å):
C  -0.70230  -1.63020  0.43426
C  -1.04641  0.71017  -0.97006
C  -0.21592  0.90330  1.29020
N  -0.18285  0.12422  0.05031
N  1.71745  -1.19067  0.10726
C  1.22374  -0.09776  -0.43904
C  1.81889  0.88673  -1.16463
O  -1.60257  -1.55974  1.44233
H  -2.38413  -1.05549  1.17255
H  2.61448  -1.44299  -0.29150
H  -1.06769  -1.88830  -0.55752
H  0.15000  -2.24304  0.73566
H  0.11509  1.92703  1.10362
H  -0.76829  1.74008  -1.20510
H  -2.07605  0.75436  -0.60537
H  -0.97752  0.12542  -1.88458
H  -1.23366  0.95910  1.68501
H  0.43552  0.40751  2.00686
H  2.79561  0.71051  -1.58311
H  1.38661  1.85978  -1.32718

Atoms 1-2, force components in eV/Å:
-0.2 1.2 -0.1
-0.5 0.0 -0.2

Summary:
- HOMO level (Eh) = -0.2270
- energy relative to the best compared isomer or geometry (same formula, charge and spin) (eV) = 4.947

These are the Mulliken partial charges, in e, on atoms 1 to 6: -0.18, -1.07, -1.00, 0.32, -0.77, 0.60

=====

No. 4
ORCA calculation (ωB97M-V with the def2-TZVPD basis set) on one molecule with the formula C5H12N2O.

Geometry (Å):
C  0.98395  -1.75994  1.48895
C  0.40495  -0.39473  1.19860
C  0.15125  -0.27790  -0.30807
C  1.40637  -0.60023  -1.09962
N  -0.32239  1.05549  -0.69375
C  -1.72003  1.10162  -0.56834
N  -2.20563  2.41369  -0.79341
O  -2.53769  0.29779  -0.16864
H  0.43941  -2.65913  1.13529
H  1.84839  -1.86646  1.02133
H  1.31229  -1.88967  2.56575
H  1.02321  0.40885  1.61101
H  -0.65722  -0.26004  1.71472
H  -0.69675  -1.00810  -0.64056
H  2.25240  -0.24147  -0.51384
H  1.49688  -0.30901  -2.16648
H  1.58232  -1.65122  -1.24057
H  0.05829  1.87992  -1.17303
H  -3.17036  2.50990  -0.85470
H  -1.64964  3.25063  -0.51463

Atoms 1-2, force components in eV/Å:
-2.3 -0.6 3.3
-3.1 -0.2 0.7

Summary:
- HOMO level (Eh) = -0.3434
- energy relative to the best compared isomer or geometry (same formula, charge and spin) (eV) = 1.420

These are the Mulliken partial charges, in e, on atoms 1 to 6: -1.31, -0.46, 0.58, -1.58, -0.34, 0.42

=====

Number 1: calculated total energy -10407.1801 eV. Number 2: calculated total energy -10407.2559 eV. Number 3: calculated total energy -10403.4766 eV. Number 4: calculated total energy -10407.0041 eV.